{"formula": "C46H111Cl4N4O24P5", "method": "ωB97M-V with the def2-TZVPD basis set", "s_squared": 0.787, "gap_ha": [0.2902, 0.1172], "homo_ev": [-11.47, -11.47], "charge": 1, "spin_multiplicity": 2, "symbols": ["C", "O", "N", "C", "C", "H", "H", "H", "H", "H", "H", "H", "C", "O", "N", "C", "C", "H", "H", "H", "H", "H", "H", "H", "C", "O", "N", "C", "C", "H", "H", "H", "H", "H", "H", "H", "C", "O", "N", "C", "C", "H", "H", "H", "H", "H", "H", "H", "Cl", "C", "C", "Cl", "H", "H", "H", "H", "Cl", "C", "C", "Cl", "H", "H", "H", "H", "C", "C", "O", "P", "O", "O", "C", "C", "O", "C", "C", "H", "H", "H", "H", "H", "H", "H", "H", "H", "H", "H", "H", "H", "H", "H", "C", "C", "O", "P", "O", "O", "C", "C", "O", "C", "C", "H", "H", "H", "H", "H", "H", "H", "H", "H", "H", "H", "H", "H", "H", "H", "C", "C", "O", "P", "O", "O", "C", "C", "O", "C", "C", "H", "H", "H", "H", "H", "H", "H", "H", "H", "H", "H", "H", "H", "H", "H", "C", "C", "O", "P", "O", "O", "C", "C", "O", "C", "C", "H", "H", "H", "H", "H", "H", "H", "H", "H", "H", "H", "H", "H", "H", "H", "C", "C", "O", "P", "O", "O", "C", "C", "O", "C", "C", "H", "H", "H", "H", "H", "H", "H", "H", "H", "H", "H", "H", "H", "H", "H"], "positions_angstrom": [[-2.5493, 6.4527, 1.1642], [-2.7713, 6.3627, -0.0411], [-2.2937, 5.5175, 2.0317], [-2.2906, 5.7749, 3.4786], [-1.7467, 4.2744, 1.6389], [-2.7812, 7.3943, 1.6856], [-2.7572, 4.9541, 4.0233], [-2.8676, 6.6398, 3.8059], [-1.2597, 5.8295, 3.8285], [-0.6728, 4.2066, 1.8128], [-2.1669, 3.3921, 2.1217], [-1.9522, 4.1311, 0.5781], [-0.7213, 0.3284, 1.0001], [-0.2618, -0.6777, 1.6297], [-0.1410, 0.8614, -0.1055], [-0.8018, 1.8903, -0.8725], [1.0957, 0.4490, -0.6704], [-1.6347, 0.8775, 1.2765], [-0.0515, 2.6565, -1.0680], [-1.6584, 2.3261, -0.3584], [-1.2050, 1.5809, -1.8368], [1.3361, 1.0026, -1.5780], [1.8601, 0.6603, 0.0773], [1.2093, -0.5904, -0.9784], [4.2550, 0.6834, -2.2624], [3.8179, 0.2795, -3.2986], [5.5209, 0.5033, -1.8679], [5.9535, 1.2943, -0.7592], [6.5332, -0.2109, -2.7286], [3.6689, 1.3364, -1.5974], [5.1506, 1.6115, -0.0937], [6.4916, 2.1704, -1.1211], [6.6454, 0.6601, -0.2049], [7.2054, -0.8834, -2.1958], [6.0378, -0.7571, -3.5313], [7.0426, 0.4718, -3.4087], [3.0004, 2.0324, 2.0143], [3.6142, 2.9562, 1.5803], [3.4721, 0.9709, 2.6340], [2.5791, 0.0071, 3.2143], [4.9131, 0.8853, 3.1023], [1.9183, 1.9243, 1.8420], [2.7832, -1.0480, 3.0322], [1.5384, 0.0642, 2.8953], [2.6815, 0.0441, 4.2989], [5.0619, 1.1016, 4.1602], [5.3674, -0.1031, 3.0333], [5.5652, 1.5523, 2.5383], [-2.3866, 1.2655, 4.9927], [-0.9347, 0.3845, 4.9934], [-1.2847, -1.1286, 5.0896], [0.2133, -2.1353, 4.8795], [-0.3440, 0.7440, 5.8359], [-0.3408, 0.4513, 4.0819], [-2.0057, -1.4107, 4.3224], [-1.7277, -1.2186, 6.0814], [-4.1120, -2.5033, -1.7596], [-2.5435, -2.0690, -1.0300], [-1.3375, -2.1142, -2.0160], [-1.6902, -1.0475, -3.3876], [-2.3977, -2.6678, -0.1310], [-2.7375, -1.0886, -0.5949], [-1.2248, -3.1062, -2.4533], [-0.3184, -1.9588, -1.6618], [0.6715, 0.8267, -5.1601], [1.7408, 1.8222, -5.7331], [2.2474, 1.4698, -7.0470], [3.4753, 2.2790, -7.7939], [4.0853, 3.4310, -7.0732], [2.8038, 2.6180, -9.2658], [3.5990, 2.9335, -10.4306], [2.8934, 3.6666, -11.5817], [4.4207, 1.0328, -8.1891], [4.8982, 0.1239, -7.2473], [6.4032, 0.1308, -7.0951], [-0.0734, 0.5600, -5.9099], [1.0671, -0.1677, -4.9538], [0.2653, 1.3255, -4.2802], [1.3682, 2.8407, -5.8421], [2.5548, 1.9587, -5.0211], [4.5192, 3.4943, -10.2665], [3.9679, 1.9654, -10.7696], [2.1755, 2.9694, -12.0137], [2.5103, 4.6280, -11.2396], [3.5329, 3.9402, -12.4209], [4.3473, 0.0553, -6.3093], [4.6833, -0.8238, -7.7412], [6.7017, 0.8911, -6.3734], [6.7683, -0.8667, -6.8506], [6.8826, 0.1542, -8.0737], [-5.0766, 3.1490, 3.3507], [-4.8308, 2.0124, 2.3798], [-5.6070, 0.8146, 2.6470], [-5.2147, -0.6179, 1.8764], [-3.7781, -0.9518, 2.0133], [-6.3335, -1.6457, 2.5710], [-6.2557, -3.0086, 2.1813], [-7.5508, -3.7024, 2.6355], [-5.6353, -0.3732, 0.3230], [-6.9630, -0.1889, -0.1202], [-7.1639, 1.1452, -0.9405], [-4.5296, 4.0362, 3.0317], [-6.1281, 3.3830, 3.1842], [-4.8307, 2.8187, 4.3599], [-5.0097, 2.4303, 1.3891], [-3.7761, 1.7542, 2.4751], [-6.3713, -3.0430, 1.0980], [-5.3707, -3.5238, 2.5548], [-7.4782, -3.8518, 3.7128], [-8.3548, -2.9999, 2.4161], [-7.6717, -4.6901, 2.1906], [-7.2644, -1.0471, -0.7208], [-7.6371, -0.0653, 0.7274], [-8.2190, 1.4188, -0.9530], [-6.6590, 1.9040, -0.3427], [-6.7162, 1.1498, -1.9343], [0.8693, 6.2376, -0.9595], [1.4109, 6.7722, 0.3173], [1.2202, 8.1586, 0.3796], [2.4953, 9.1319, 0.1831], [2.1911, 10.5540, -0.0951], [3.3509, 8.8135, 1.5100], [3.1186, 9.6043, 2.6008], [3.9343, 9.1766, 3.8098], [3.4473, 8.4081, -0.9626], [4.5041, 9.2000, -1.4779], [5.3652, 8.3081, -2.3083], [1.0411, 5.1616, -0.9847], [-0.2098, 6.3030, -1.0985], [1.2831, 6.7096, -1.8506], [0.9295, 6.2270, 1.1292], [2.4637, 6.4899, 0.3157], [3.2729, 10.6652, 2.4042], [2.0673, 9.5973, 2.8885], [3.8552, 10.0371, 4.4742], [3.5221, 8.3832, 4.4331], [4.9793, 9.0496, 3.5271], [4.2694, 10.1184, -2.0160], [5.1429, 9.5778, -0.6796], [5.0204, 8.0883, -3.3186], [6.3652, 8.6755, -2.5392], [5.4834, 7.3281, -1.8460], [-1.0328, -4.0605, 2.3504], [-2.3227, -4.3579, 3.2172], [-2.3607, -5.7353, 3.3524], [-3.7602, -6.5312, 3.3397], [-4.6895, -6.1259, 2.2547], [-3.2053, -8.0952, 3.3062], [-2.1846, -8.4571, 4.2448], [-2.2514, -9.9247, 4.6428], [-4.4364, -6.3720, 4.8782], [-5.6299, -7.0479, 5.2246], [-5.4546, -7.8100, 6.4769], [-0.7487, -3.0099, 2.4090], [-0.2008, -4.7155, 2.6090], [-1.3180, -4.4246, 1.3633], [-2.4422, -3.8439, 4.1709], [-3.1371, -3.9961, 2.5895], [-1.1722, -8.1278, 4.0107], [-2.4998, -7.9821, 5.1739], [-2.1420, -10.5343, 3.7459], [-1.3876, -10.1836, 5.2551], [-3.1025, -10.2116, 5.2604], [-6.3948, -6.3025, 5.4425], [-5.9555, -7.7316, 4.4406], [-6.3106, -8.4490, 6.6937], [-4.4968, -8.3294, 6.5072], [-5.3834, -7.1104, 7.3097], [0.5884, -8.8304, -0.0803], [0.9754, -7.3670, 0.1817], [1.2457, -6.7777, -1.1301], [0.8903, -5.2228, -1.4371], [1.0935, -4.7399, -2.7951], [1.6893, -4.5409, -0.2355], [3.0434, -4.2095, -0.3269], [3.4744, -2.9241, -0.9944], [-0.6598, -5.0018, -0.9194], [-1.7934, -5.7472, -1.4480], [-2.8473, -6.1934, -0.3671], [0.3741, -9.3565, 0.8500], [-0.2534, -9.0238, -0.7451], [1.4082, -9.3631, -0.5622], [0.0826, -6.9749, 0.6687], [1.8439, -7.1798, 0.8131], [3.3842, -4.3975, 0.6912], [3.4809, -5.0608, -0.8485], [2.7922, -2.6363, -1.7943], [3.3985, -2.0987, -0.2865], [4.4902, -2.9593, -1.3881], [-2.2406, -5.0287, -2.1348], [-1.3651, -6.5511, -2.0467], [-3.5474, -6.8219, -0.9174], [-2.4299, -6.8264, 0.4160], [-3.1358, -5.2759, 0.1459]], "atomic_forces_ev_per_a": [[-2.5, 2.7, -2.1], [1.1, -0.6, 0.8], [0.5, -1.7, 2.8], [0.3, -0.3, 0.1], [0.2, -1.3, -1.0], [0.2, 0.3, -0.1], [0.0, -0.3, -0.3], [0.3, 0.3, -0.6], [0.0, 0.3, 0.2], [0.3, 0.2, 0.0], [-0.4, 0.2, 0.5], [0.2, 0.3, -0.1], [0.0, -2.4, 2.5], [-0.9, 3.1, -2.3], [-0.2, -0.2, -1.9], [-0.6, 1.0, 0.6], [1.4, -0.1, -0.4], [0.1, -0.5, 0.2], [0.0, 0.2, -0.1], [0.2, -0.2, 0.3], [0.4, -0.8, -0.2], [-0.3, 0.2, 0.2], [0.3, -0.2, 0.1], [-0.5, -0.4, 0.5], [1.0, 0.4, -0.1], [-1.5, -0.8, -1.5], [0.4, -0.8, -0.4], [1.4, -0.2, 0.4], [-1.3, 0.7, -0.7], [0.0, 0.0, 0.4], [-0.1, -0.1, -0.2], [0.1, 0.2, 0.2], [0.1, 0.3, 0.4], [-0.2, 0.4, 0.3], [-0.7, -0.5, 0.6], [0.6, 0.6, 0.8], [-0.9, -0.3, -0.5], [1.0, 1.6, -0.7], [2.4, -1.9, 1.3], [-0.1, -1.1, 1.0], [-0.3, 0.2, -0.3], [-0.5, 0.1, 0.1], [0.7, 0.0, -0.7], [0.1, 0.7, 0.1], [-0.5, 0.3, 0.2], [-0.6, 0.5, 0.1], [-0.7, -0.3, -0.6], [-0.5, 0.1, -0.1], [-1.6, 1.2, -0.4], [1.7, -2.2, -0.3], [0.3, 1.0, 0.5], [-0.7, 0.5, 0.4], [0.1, -0.4, -0.1], [-0.2, 0.7, -0.1], [0.2, 0.0, 0.0], [0.2, -0.8, -0.1], [0.4, -0.3, -0.1], [0.7, 0.4, 0.5], [-1.2, -1.1, -0.1], [0.3, 0.6, -0.1], [0.2, -0.5, -0.3], [0.3, 0.3, -0.3], [-0.4, 0.0, 0.1], [-0.3, 0.6, 0.6], [1.2, 0.4, -1.5], [-0.1, 0.4, 0.0], [1.0, 0.5, -0.3], [-0.9, -0.1, -0.8], [-0.8, -1.6, -0.6], [0.5, 0.3, 1.7], [1.4, -0.5, -1.0], [-0.5, -0.6, 0.7], [-0.9, 2.5, -0.3], [0.5, -2.6, -0.3], [0.0, -0.2, -0.1], [-0.4, 0.7, 0.1], [0.5, 0.3, 0.6], [-0.3, -0.3, 0.0], [-0.7, -0.1, 0.1], [0.3, -0.5, 0.0], [-0.1, 0.2, 1.1], [-0.1, -0.1, -0.3], [-0.6, 0.5, 0.1], [-0.6, -0.3, 0.0], [0.7, -0.4, 0.3], [0.0, 0.7, 0.1], [-0.2, -0.3, 0.2], [0.6, 0.0, -0.3], [-0.3, -0.1, 1.0], [-0.1, 1.1, -0.1], [-1.0, -0.9, -0.5], [1.1, -0.2, -0.1], [0.1, -1.3, -0.8], [-1.6, 1.2, 0.9], [-0.7, 0.0, -0.4], [2.2, 2.9, -0.7], [-1.4, -1.4, -1.0], [0.9, 0.5, 0.9], [1.4, -0.5, 1.5], [-1.6, 1.4, -0.9], [0.9, -0.8, 1.2], [0.2, -0.2, 0.1], [-0.2, 0.3, 0.8], [-0.3, 0.4, 0.1], [-0.2, -0.5, -0.3], [0.2, -0.3, -0.3], [0.9, -0.1, -0.3], [0.1, 0.2, -0.2], [-0.3, 0.0, 0.1], [-0.3, -0.4, 0.0], [0.0, 0.3, -0.3], [0.1, -0.1, 0.1], [0.0, -0.4, 0.2], [0.0, -0.2, -0.2], [0.0, 0.3, -0.1], [-0.2, -0.2, 0.0], [-1.0, -0.6, -1.2], [0.5, -1.3, -0.6], [0.8, 1.6, -0.2], [0.7, 0.0, -1.0], [0.1, -1.7, 0.6], [0.3, -0.8, -2.4], [-0.9, 1.2, 2.5], [-0.2, 1.0, 0.1], [-2.2, 0.8, 1.4], [1.8, 0.6, 0.0], [0.7, -1.1, -1.3], [0.4, -0.2, -0.2], [-0.2, 0.4, 0.5], [0.4, -0.1, 0.1], [-0.1, 0.6, 0.5], [0.2, 0.3, 0.4], [0.5, 0.0, -0.4], [-0.4, -0.3, 0.0], [0.4, 0.2, 0.1], [0.2, -0.5, -0.6], [0.0, -0.3, 0.2], [-1.0, -0.3, -0.1], [-0.2, -0.2, 0.6], [-0.7, 0.1, 0.0], [0.1, 0.4, 0.6], [0.1, 0.1, 0.3], [-1.3, -0.7, 0.9], [1.2, 2.0, -1.6], [-1.4, -2.2, 0.9], [-0.7, -1.2, 1.0], [1.0, -0.7, 1.2], [-0.6, 2.0, -0.8], [-0.9, -0.2, 2.4], [0.7, -0.3, -0.9], [2.4, 0.5, -2.5], [-1.0, -0.2, -0.5], [0.7, 0.0, 1.5], [0.0, -0.2, -0.3], [0.1, 0.2, 0.5], [0.2, 0.6, -0.3], [0.5, -0.1, 0.2], [-0.3, -0.1, 0.1], [-0.2, 0.0, -0.6], [0.5, 0.6, 0.1], [-0.4, -0.3, 0.1], [0.2, 0.3, 0.0], [-0.3, 0.2, -0.5], [-0.1, 0.1, -0.6], [-0.1, 0.3, -0.3], [0.2, -0.2, -0.2], [-0.2, -0.5, -0.2], [-0.1, 0.1, 0.1], [1.2, -0.5, 0.1], [-1.1, -0.8, -0.9], [-0.7, 1.0, -0.5], [-1.8, -1.3, 1.8], [0.5, -0.2, -0.1], [-2.4, 1.3, -0.3], [1.7, -2.0, -0.2], [-0.9, 0.8, 0.5], [1.8, -0.1, 0.6], [0.2, -0.1, 0.1], [2.4, 0.4, -0.9], [0.0, 0.1, 0.2], [-0.2, 0.8, 0.1], [0.2, 0.0, 0.1], [0.1, 0.9, -0.2], [0.0, -0.4, 0.0], [0.3, 0.8, 0.1], [0.5, 0.1, -0.4], [0.1, -0.4, -0.3], [0.3, 0.2, 0.2], [-0.1, -0.2, 0.1], [-0.4, -0.3, -0.1], [-0.4, -0.3, 0.1], [-0.6, 0.6, 0.3], [0.3, -0.1, -0.1], [-1.0, -0.3, -0.3]], "lowdin_charge": [-0.359, 0.015, -0.180, -0.027, -0.074, 0.144, 0.071, 0.099, 0.093, 0.091, 0.065, 0.073, -0.154, 0.125, -0.016, 0.036, 0.019, 0.147, 0.125, 0.093, 0.116, 0.109, 0.103, 0.115, -0.387, 0.026, -0.167, -0.063, -0.001, 0.122, 0.063, 0.100, 0.090, 0.090, 0.076, 0.088, -0.430, 0.046, -0.142, -0.088, 0.003, 0.115, 0.090, 0.035, 0.092, 0.091, 0.087, 0.082, 0.693, -0.724, -0.594, 0.592, 0.077, 0.027, 0.047, 0.075, 0.598, -0.645, -0.622, 0.610, 0.055, 0.028, 0.038, 0.050, -0.086, -0.246, -0.201, 0.521, -0.251, -0.191, -0.277, -0.070, -0.181, -0.303, -0.067, 0.071, 0.063, 0.042, 0.112, 0.090, 0.114, 0.109, 0.074, 0.078, 0.076, 0.113, 0.121, 0.074, 0.074, 0.081, -0.064, -0.306, -0.190, 0.562, -0.260, -0.190, -0.284, -0.051, -0.230, -0.263, -0.041, 0.060, 0.090, 0.066, 0.110, 0.048, 0.111, 0.094, 0.072, 0.080, 0.084, 0.117, 0.113, 0.079, 0.055, 0.074, -0.077, -0.310, -0.151, 0.511, -0.215, -0.166, -0.343, -0.062, -0.188, -0.302, -0.085, 0.062, 0.067, 0.088, 0.110, 0.115, 0.120, 0.119, 0.076, 0.073, 0.082, 0.124, 0.117, 0.076, 0.081, 0.079, -0.052, -0.270, -0.185, 0.561, -0.236, -0.186, -0.289, -0.067, -0.204, -0.313, -0.077, 0.020, 0.077, 0.041, 0.110, 0.087, 0.119, 0.094, 0.078, 0.080, 0.075, 0.120, 0.122, 0.091, 0.069, 0.082, -0.065, -0.227, -0.194, 0.448, -0.205, -0.197, -0.288, -0.055, -0.259, -0.217, -0.038, 0.074, 0.079, 0.076, 0.096, 0.121, 0.127, 0.118, 0.072, 0.057, 0.087, 0.092, 0.114, 0.092, 0.058, 0.056]}